1) Molecular formula: C12H36O12
Method: DFT, ωB97M-V/def2-TZVPD

Summary:
**LUMO level**: -0.0028 Eh
**Frontier orbital gap**: 7.93 eV

Element x y z (Å)
C 0.6002 -1.2494 -3.5275
C -0.7380 -0.5286 -3.4484
O -0.5831 0.8384 -3.1069
O 1.5635 -0.5908 -4.3476
H 0.3577 -2.1829 -4.0352
H 0.9863 -1.5317 -2.5481
H -1.3166 -0.9215 -2.6123
H -1.4356 -0.7092 -4.2662
H -1.4971 1.0786 -2.9378
H 2.2136 -1.2038 -4.6986
C 0.0429 -0.2582 0.6373
C -0.4492 -1.5002 -0.0891
O -1.8251 -1.7983 0.1667
O -0.3340 0.8690 -0.1491
H 1.1273 -0.3671 0.6199
H -0.3345 -0.1835 1.6572
H 0.1567 -2.3648 0.1818
H -0.3662 -1.2720 -1.1517
H -1.7622 -2.0578 1.0889
H -0.0352 0.7898 -1.0580
C 3.6592 0.7364 1.6563
C 2.9871 0.4668 0.3139
O 2.0874 1.5166 -0.0570
O 4.6579 1.6751 1.5020
H 4.0343 -0.2195 2.0221
H 2.9814 1.1707 2.3912
H 2.3216 -0.3758 0.5017
H 3.5657 0.2062 -0.5723
H 1.8013 1.2716 -0.9400
H 4.3039 2.5567 1.6402
C 0.3393 3.1553 0.0718
C 1.5979 3.6130 -0.7203
O 2.7374 3.5452 0.1410
O 0.1486 3.8577 1.2502
H 0.4945 2.1226 0.3839
H -0.5345 3.2312 -0.5753
H 1.5296 4.6127 -1.1493
H 1.7164 3.0764 -1.6616
H 2.8934 2.6190 0.3394
H 0.9914 3.7776 1.7030
C -3.0431 1.5462 0.2465
C -3.4008 0.0515 -0.0085
O -2.5643 -0.4763 -0.9957
O -1.9311 1.6341 1.0555
H -3.9168 1.8818 0.8053
H -2.9771 2.1488 -0.6593
H -4.4697 -0.1177 -0.1380
H -3.1691 -0.6366 0.8045
H -1.9884 -1.1925 -0.7182
H -1.2532 1.0553 0.6991
C -0.5715 -2.9655 1.9335
C -1.4735 -4.1140 2.3118
O -1.4733 -4.1087 3.6896
O -1.2055 -1.7244 2.1861
H -0.3840 -3.1111 0.8697
H 0.4486 -2.9003 2.3120
H -1.2531 -5.1159 1.9435
H -2.4855 -3.9852 1.9279
H -2.1673 -3.5218 3.9987
H -1.4064 -1.8189 3.1200


2) Molecular formula: C12H36O12
Method: DFT, ωB97M-V/def2-TZVPD

Summary:
**SMILES**: OCCO.OCCO.OCCO.OCCO.OCCO.OCCO
**LUMO level**: 0.0145 Eh
**Frontier orbital gap**: 10.41 eV

Element x y z (Å)
O 5.1117 2.8713 5.2309
C 4.2083 3.8979 5.4713
C 2.8458 3.6189 4.7081
O 1.8395 3.0705 5.5238
H 5.7326 2.8007 5.9597
H 4.1214 4.0737 6.5435
H 4.7253 4.7496 5.0292
H 2.8644 2.8713 3.9152
H 2.4726 4.5145 4.2114
H 2.3002 2.5073 6.1500
O -2.8551 0.1748 0.2230
C -1.6324 -0.4564 0.5849
C -1.8066 -1.8758 1.2226
O -2.2473 -2.8200 0.2962
H -3.3594 -0.5529 -0.1481
H -1.0760 -0.4741 -0.3522
H -1.2029 0.2942 1.2485
H -2.5930 -1.8304 1.9759
H -0.9491 -1.9774 1.8879
H -2.7120 -3.5101 0.7751
O -3.5532 -2.9616 -4.8289
C -2.6173 -2.4143 -5.7068
C -3.5080 -1.5258 -6.5664
O -2.7238 -1.0952 -7.7164
H -3.1781 -2.9457 -3.9454
H -1.8962 -1.7129 -5.2870
H -2.1656 -3.1932 -6.3212
H -3.9127 -0.6764 -6.0160
H -4.3306 -2.1347 -6.9414
H -3.1338 -1.4279 -8.5182
O -2.2177 7.2270 0.8983
C -2.6710 7.5852 -0.3788
C -1.9281 8.6968 -1.0569
O -2.7474 9.4952 -2.0670
H -2.4024 6.2999 1.0654
H -2.8038 6.7012 -1.0025
H -3.6950 7.9427 -0.4864
H -0.9535 8.2825 -1.3150
H -1.4977 9.3200 -0.2730
H -2.1935 10.1879 -2.4343
O -3.0288 -8.4066 2.9359
C -3.4970 -9.6989 3.3566
C -2.5557 -10.8561 3.1560
O -1.2382 -10.5365 3.5478
H -2.1297 -8.3238 3.2619
H -3.7317 -9.6052 4.4169
H -4.3511 -9.9633 2.7331
H -2.6338 -11.2888 2.1586
H -2.8324 -11.6298 3.8721
H -0.6496 -10.8189 2.8440
O 6.2526 1.6048 -3.9653
C 5.8161 1.1172 -2.6348
C 6.5515 2.1302 -1.6771
O 7.9791 2.4218 -1.9559
H 7.1339 1.2278 -4.0177
H 4.7490 1.1723 -2.4196
H 6.0933 0.1250 -2.2789
H 6.5552 1.6182 -0.7148
H 5.9152 3.0060 -1.5494
H 7.9436 3.1062 -2.6282


Least stable = 1)


1) Molecular formula: C19H26N4O3S
Method: DFT, ωB97M-V/def2-TZVPD

Summary:
**SMILES**: CCN(CC)S(=O)(=O)c1ccc(N2CCN(c3ccccc3O)CC2)nc1
**LUMO level**: 0.0215 Eh
**Frontier orbital gap**: 8.83 eV

Element x y z (Å)
C -0.4539 2.5267 4.9846
C 0.8113 3.3784 4.8653
N 1.1346 3.7851 3.5229
C 0.5584 4.9597 2.9236
C -0.8802 4.7877 2.4329
S 2.1743 2.8556 2.6334
O 2.7769 3.6931 1.6367
O 3.0190 2.1379 3.5455
C 1.1361 1.6704 1.8007
C 0.9165 0.4144 2.3523
C 0.0848 -0.4698 1.7064
C -0.5236 -0.0696 0.4963
N -1.4161 -0.8371 -0.1817
C -1.5878 -2.2567 0.0204
C -0.7659 -3.0303 -1.0185
N -1.2465 -2.6558 -2.3336
C -0.8460 -3.4850 -3.4193
C 0.3505 -4.1827 -3.4788
C 0.6458 -4.9743 -4.5761
C -0.2501 -5.0676 -5.6257
C -1.4552 -4.3900 -5.5756
C -1.7637 -3.6088 -4.4727
O -2.9630 -2.9723 -4.4102
C -1.0479 -1.2280 -2.5610
C -1.8369 -0.4418 -1.5107
N -0.2820 1.1429 -0.0274
C 0.5202 1.9752 0.6034
H -0.5427 2.1551 6.0026
H -1.3443 3.1031 4.7509
H -0.4042 1.6784 4.3068
H 1.6696 2.7998 5.2133
H 0.7182 4.2731 5.4903
H 0.6065 5.7856 3.6433
H 1.2082 5.2006 2.0804
H -0.9715 3.8906 1.8256
H -1.5746 4.7183 3.2659
H -1.1592 5.6473 1.8288
H 1.4214 0.1522 3.2695
H -0.0835 -1.4464 2.1284
H -1.3020 -2.5524 1.0267
H -2.6490 -2.4892 -0.1196
H -0.9041 -4.1053 -0.8871
H 0.2993 -2.7843 -0.8724
H 1.0595 -4.1061 -2.6683
H 1.5813 -5.5116 -4.6105
H -0.0164 -5.6776 -6.4848
H -2.1758 -4.4645 -6.3744
H -3.0492 -2.6156 -3.5130
H -1.3904 -0.9679 -3.5641
H 0.0178 -0.9574 -2.4804
H -1.6612 0.6262 -1.6242
H -2.9060 -0.6569 -1.6074
H 0.6968 2.9277 0.1234


2) Molecular formula: C19H26N4O3S
Method: DFT, ωB97M-V/def2-TZVPD

Summary:
**SMILES**: Cc1sc2ncn(CC(=O)NCCCC(=O)N3CCCCC3)c(=O)c2c1C
**LUMO level**: 0.0224 Eh
**Frontier orbital gap**: 8.60 eV

Element x y z (Å)
C -1.5052 -2.9477 -3.4499
C -1.7849 -2.1922 -2.1987
S -2.9857 -0.9260 -2.1857
C -2.6759 -0.6195 -0.5191
N -3.3075 0.3424 0.1812
C -2.9259 0.4858 1.4002
N -1.9721 -0.2538 2.0173
C -1.5603 0.0512 3.3664
C -0.3210 0.9635 3.4753
O 0.0822 1.3202 4.5618
N 0.2181 1.3201 2.3033
C 1.5009 1.9678 2.1820
C 2.6339 0.9543 1.9459
C 2.2387 -0.1634 0.9672
C 1.5761 0.3613 -0.2925
O 0.3557 0.5010 -0.3330
N 2.3363 0.6392 -1.3664
C 3.7775 0.7191 -1.4188
C 4.2132 2.1736 -1.6202
C 3.5845 2.7373 -2.8915
C 2.0672 2.5849 -2.8257
C 1.7022 1.1226 -2.5796
C -1.2814 -1.2905 1.3570
O -0.4187 -1.9128 1.9535
C -1.6981 -1.4663 -0.0089
C -1.1883 -2.3683 -0.9863
C -0.1202 -3.3795 -0.7318
H -1.7081 -4.0094 -3.3066
H -0.4563 -2.8446 -3.7296
H -2.1240 -2.5796 -4.2631
H -3.3985 1.2579 1.9915
H -1.2889 -0.8870 3.8623
H -2.3811 0.5161 3.9153
H -0.1188 0.9256 1.4284
H 1.6882 2.5263 3.1016
H 1.4408 2.6665 1.3419
H 2.8964 0.4883 2.8969
H 3.5094 1.4950 1.5798
H 1.5052 -0.8111 1.4533
H 3.1079 -0.7777 0.7347
H 4.2226 0.3203 -0.5101
H 4.1246 0.1167 -2.2676
H 5.3016 2.2199 -1.6780
H 3.8912 2.7658 -0.7608
H 3.8535 3.7881 -3.0088
H 3.9679 2.1934 -3.7582
H 1.6073 2.9221 -3.7550
H 1.6705 3.1926 -2.0101
H 0.6242 1.0037 -2.4625
H 2.0439 0.5050 -3.4178
H -0.4816 -4.3816 -0.9604
H 0.1834 -3.3373 0.3093
H 0.7454 -3.1817 -1.3640


Least stable = 1)


1) Molecular formula: C10H10
Method: DFT, ωB97M-V/def2-TZVPD

Summary:
**LUMO level**: 0.0302 Eh
**Frontier orbital gap**: 9.52 eV

Element x y z (Å)
C 0.6315 0.9410 -0.4418
C 1.5185 -0.2317 -0.2217
C 1.0551 1.9773 -1.3707
C 2.4252 0.0651 0.8239
C -0.7417 0.3748 -0.8759
C 0.8285 -1.5499 -0.6131
C -0.6298 -1.1794 -0.5268
C 1.1141 2.7820 -2.2158
C 1.2044 0.6968 1.0264
C 0.3308 0.6423 2.2614
H -1.5222 0.7721 -0.2073
H -0.9702 0.6973 -1.8329
H 1.1183 -1.6420 -1.6497
H 1.2013 -2.4002 -0.0217
H -0.8752 -1.2384 0.5309
H -1.4167 -1.7935 -1.0569
H 1.4024 3.6145 -2.8785
H -0.5440 1.2246 1.9348
H 0.6983 0.9257 3.2595
H 0.0259 -0.4364 2.3689


2) Molecular formula: C10H10
Method: DFT, ωB97M-V/def2-TZVPD

Summary:
**LUMO level**: 0.0324 Eh
**Frontier orbital gap**: 9.81 eV

Element x y z (Å)
C -3.6683 -0.1288 0.5168
C -2.8664 -0.1418 -0.3908
C -1.4035 -0.0402 -0.1942
C -0.5722 -1.2161 -0.0272
C 0.7600 -1.0200 0.1360
C 1.3400 0.2615 0.1173
C 2.8633 0.3574 0.1939
C 3.6706 -0.5000 -0.1128
C 0.5953 1.4077 -0.0826
C -0.8101 1.1936 -0.1627
H -3.2969 0.0720 1.8617
H -4.8349 -0.5745 0.0144
H -3.1777 -0.4280 -1.3792
H -0.7190 -2.1096 -0.3093
H 1.4045 -2.0377 0.1436
H 3.0036 1.3002 0.7403
H 4.8940 -0.2282 0.2164
H 3.4605 -1.7975 -0.6195
H 1.0087 2.2572 -0.2151
H -1.1951 2.5051 -0.4147


Least stable = 2)